Entry 1:
Molecular formula: C70H88HfN2O7S2Si
Method: DFT, wB97M-V/def2-TZVPD

Net charge: 0
HOMO energy in eV: -7.36
HOMO-LUMO gap in eV: 7.888
LUMO level in eV: 0.533

Each line ends with the Mulliken charge.
Positions of all 171 atoms, in Å:
Hf -0.19591 -0.60430 1.12856  1.490
C -2.46507 -2.18416 -0.99033  -0.630
O -1.36868 -1.26839 -0.79717  1.176
C -0.97785 -0.74195 -2.04198  -0.670
C -0.08307 -1.44335 -2.83456  0.633
C 0.69177 -2.61523 -2.27381  -0.005
C 2.06299 -2.10040 -1.88607  0.237
C 3.06965 -2.05243 -2.84108  -0.309
C 4.32629 -1.53007 -2.57316  -0.618
C 4.55903 -1.11127 -1.26547  -0.522
C 3.57628 -1.14095 -0.29181  0.088
C 3.84999 -0.60063 1.09965  -1.227
C 3.58423 0.88849 1.06515  0.722
C 4.49486 1.75861 0.48050  -0.471
C 4.23399 3.11679 0.32170  -0.207
C 2.98368 3.58296 0.70724  -0.682
C 2.06173 2.75026 1.32568  -0.028
C 0.71905 3.27345 1.75835  0.186
C -0.26285 3.37967 0.61457  0.415
C -0.79397 4.62420 0.32115  -0.769
C -1.81376 4.80680 -0.60588  0.183
C -2.31500 3.65688 -1.19399  -0.641
C -1.79241 2.39337 -0.93761  0.612
C -2.48367 1.20307 -1.56456  -0.758
C -1.57468 0.43038 -2.48157  0.297
C -1.31165 0.86510 -3.76910  -0.878
C -0.47347 0.15299 -4.62576  -0.221
C 0.15135 -0.98098 -4.12622  -0.299
C -0.31006 0.61152 -6.07140  2.165
C -1.67487 0.49826 -6.76998  -1.762
C 0.17503 2.06733 -6.11055  -1.688
C 0.69379 -0.24369 -6.84870  -2.094
C -0.69964 2.23115 -0.07190  -0.222
O -0.08924 1.03597 0.10242  -0.195
C -2.35331 6.20623 -0.88371  2.175
C -1.19930 7.10779 -1.34577  -1.699
C -2.96808 6.76986 0.40612  -1.650
C -3.43432 6.20409 -1.96577  -2.141
C 2.38678 1.41922 1.53250  -0.738
O 1.52418 0.62549 2.31704  1.070
C 1.85974 0.77915 3.70576  -0.873
C 5.32050 4.03673 -0.22756  2.171
C 4.87174 5.49834 -0.28457  -2.223
C 5.71002 3.58864 -1.64193  -1.665
C 6.54209 3.94821 0.70136  -1.720
C 2.28093 -1.58547 -0.60365  -0.391
O 1.31922 -1.58377 0.32695  -0.014
C 5.39977 -1.34541 -3.64003  2.365
C 5.73326 0.15250 -3.73064  -1.685
C 4.93217 -1.80889 -5.02169  -2.042
C 6.66501 -2.13125 -3.27009  -1.891
H -3.34261 -1.64087 -1.34708  0.153
H -2.67152 -2.65370 -0.03779  -0.215
H -2.18523 -2.95483 -1.70600  0.479
H 0.79314 -3.39941 -3.02462  1.125
H 0.19699 -3.02415 -1.39507  -1.216
H 2.85012 -2.45434 -3.82194  0.512
H 5.54489 -0.75317 -0.98954  0.448
H 4.88577 -0.79766 1.37888  1.003
H 3.18193 -1.09412 1.80436  0.085
H 5.43948 1.34618 0.14799  0.333
H 2.70477 4.61761 0.55783  0.701
H 0.83601 4.25760 2.21304  1.013
H 0.27643 2.60556 2.49859  -1.969
H -0.40683 5.47402 0.87160  0.509
H -3.15917 3.71958 -1.86888  0.445
H -3.34581 1.56203 -2.12711  0.934
H -2.84630 0.55543 -0.76287  -1.017
H -1.80117 1.77054 -4.10883  0.651
H 0.83544 -1.54686 -4.74312  0.404
H -2.41463 1.14636 -6.29943  0.349
H -2.03896 -0.52928 -6.71972  0.357
H -1.58971 0.78310 -7.82072  0.458
H -0.52656 2.74082 -5.61853  0.334
H 0.28972 2.39581 -7.14539  0.472
H 1.13911 2.15770 -5.60723  0.346
H 0.38910 -1.29102 -6.87500  0.384
H 1.69135 -0.17615 -6.41028  0.359
H 0.75162 0.11151 -7.87847  0.459
H -0.45376 7.22669 -0.55950  0.310
H -1.57148 8.09882 -1.61357  0.449
H -0.70561 6.67502 -2.21728  0.366
H -2.22654 6.82459 1.20346  0.311
H -3.78793 6.13142 0.74130  0.333
H -3.36085 7.77536 0.23877  0.511
H -3.04985 5.81493 -2.91023  0.412
H -3.78420 7.22336 -2.13637  0.434
H -4.29431 5.60493 -1.66175  0.370
H 1.50691 1.74365 4.07669  0.218
H 2.93993 0.71538 3.83737  0.334
H 1.37513 -0.02435 4.24926  -0.107
H 4.01635 5.62779 -0.94952  0.397
H 5.68958 6.11289 -0.66315  0.438
H 4.60737 5.86643 0.70811  0.428
H 4.83731 3.58989 -2.29693  0.342
H 6.12284 2.58056 -1.63277  0.282
H 6.46240 4.26083 -2.05933  0.515
H 6.26076 4.21580 1.72123  0.370
H 7.32155 4.63485 0.36494  0.458
H 6.95753 2.94079 0.71643  0.296
H 4.82449 0.73388 -3.89621  0.332
H 6.42366 0.34350 -4.55562  0.508
H 6.19916 0.50466 -2.81057  0.333
H 4.05736 -1.24294 -5.34791  0.259
H 4.68932 -2.87278 -5.02274  0.415
H 5.72937 -1.64456 -5.74837  0.467
H 7.03681 -1.84607 -2.28566  0.294
H 7.45468 -1.94092 -4.00031  0.450
H 6.45431 -3.20184 -3.25773  0.417
C -4.77045 -3.19495 6.68411  -1.725
C -3.59125 -3.25696 5.75530  1.056
C -3.68337 -3.87020 4.51116  -0.864
C -2.62273 -3.82311 3.62107  -0.218
C -1.45446 -3.17705 3.97424  -0.017
C -1.31999 -2.62137 5.23752  -0.932
C -2.38185 -2.66514 6.11972  -0.731
S -0.26213 -2.83382 2.70920  1.319
O 0.35853 -1.53583 3.06406  -0.630
O 0.63843 -3.93385 2.59572  -0.727
O -1.06863 -2.50663 1.50296  -0.456
H -5.65810 -3.61901 6.21830  0.342
H -4.97978 -2.15746 6.94634  0.366
H -4.56705 -3.74082 7.60661  0.378
H -4.61079 -4.34625 4.21548  0.372
H -2.69434 -4.25690 2.63097  0.329
H -0.39423 -2.12435 5.49766  0.505
H -2.29116 -2.18906 7.08835  0.440
C -3.64532 -6.48035 0.87733  -0.982
N -2.34910 -6.91174 1.36193  0.086
C -2.36155 -7.39921 2.73143  -1.280
C -1.18951 -6.52038 0.74036  0.514
S -1.15245 -5.33198 -0.43264  -0.470
N -0.06468 -7.19426 1.10193  0.265
C -0.09378 -8.60503 1.44798  -1.287
C 1.23473 -6.68118 0.68050  -1.069
H -4.35902 -7.29562 1.01775  0.347
H -3.57517 -6.23119 -0.17517  0.386
H -4.01370 -5.59685 1.41108  0.239
H -2.97461 -6.73984 3.34951  0.384
H -1.35765 -7.40353 3.14568  0.407
H -2.78671 -8.40565 2.78874  0.324
H -1.10516 -8.99653 1.38038  0.419
H 0.29201 -8.78063 2.45577  0.327
H 0.53129 -9.16025 0.74453  0.461
H 1.37933 -5.68573 1.08735  0.246
H 1.30806 -6.63196 -0.40748  0.346
H 2.00665 -7.34221 1.07235  0.448
C -6.76438 -0.76397 1.36709  -0.785
C -5.80502 -1.76436 1.45331  -0.762
C -4.49690 -1.44133 1.77642  0.256
C -4.09934 -0.12609 2.03242  0.375
C -5.08050 0.86088 1.93473  -0.555
C -6.39468 0.54967 1.60925  -0.768
Si -2.27024 0.19424 2.55407  1.278
C -2.18665 1.91695 3.39759  0.671
C -1.61714 2.02217 4.67024  -0.468
C -1.44669 3.24835 5.29413  -0.731
C -1.85785 4.41241 4.65835  -0.858
C -2.41445 4.33491 3.39044  -0.804
C -2.56661 3.10428 2.76656  -0.196
H -7.78818 -1.00581 1.11086  0.368
H -6.08050 -2.79790 1.27438  0.465
H -3.75922 -2.23023 1.84636  0.182
H -4.81926 1.89073 2.14438  0.261
H -7.13514 1.33828 1.54865  0.444
H -2.38917 -0.58338 3.84156  -0.568
H -1.30644 1.11417 5.17868  0.427
H -0.99646 3.30147 6.27839  0.420
H -1.73755 5.37096 5.14753  0.413
H -2.73376 5.23676 2.88328  0.448
H -2.97207 3.07195 1.75987  0.373

Force components x, y, z for each atom (eV/Å):
1.63 0.30 -1.08
-0.27 -0.21 0.22
0.20 0.16 -0.01
0.09 0.10 -0.48
-0.14 -0.17 0.35
0.15 0.32 0.03
-0.33 -0.11 0.14
0.16 -0.04 0.00
-0.07 0.00 0.03
0.00 -0.10 -0.07
-0.11 0.02 0.36
-0.12 0.07 -0.29
-0.15 -0.16 0.24
-0.08 -0.01 0.04
0.00 0.05 -0.03
0.04 -0.06 0.03
-0.19 -0.16 0.18
-0.01 -0.16 -0.26
0.30 -0.15 0.12
-0.06 -0.05 -0.09
0.03 -0.02 0.06
-0.04 0.12 0.05
0.00 -0.37 0.00
0.25 0.06 0.07
-0.18 -0.10 0.14
0.01 -0.06 0.04
0.04 0.01 -0.02
-0.07 0.02 0.01
0.02 0.04 -0.13
0.08 0.03 0.03
-0.03 -0.08 0.03
-0.06 0.04 0.11
-0.19 0.94 -0.39
-0.75 1.12 -0.12
-0.04 0.04 0.02
-0.07 -0.05 0.02
0.03 0.01 -0.09
0.06 -0.03 0.06
0.31 0.39 -0.06
0.11 0.08 -0.47
-0.15 -0.14 0.34
0.05 0.02 -0.02
0.00 -0.12 0.02
-0.02 0.01 0.08
-0.06 0.04 -0.09
0.80 -0.46 -0.41
0.51 0.02 -0.53
0.09 -0.01 -0.06
0.01 -0.09 -0.03
0.01 0.03 0.12
-0.09 0.04 -0.02
0.08 0.09 0.01
-0.01 0.01 -0.03
0.09 0.07 -0.04
-0.04 -0.02 0.01
0.00 -0.09 -0.05
-0.03 0.04 -0.02
0.00 0.06 0.03
0.00 0.01 0.01
0.12 0.00 0.10
0.03 0.02 -0.02
0.02 0.02 0.02
-0.04 -0.02 0.05
0.01 0.13 0.10
0.00 0.01 0.03
0.02 -0.03 -0.03
-0.05 -0.04 0.04
-0.11 0.00 -0.06
0.00 0.02 -0.01
0.02 0.01 -0.02
-0.03 -0.01 0.00
-0.04 0.00 -0.02
0.00 0.02 -0.01
0.00 0.02 0.00
0.01 0.01 -0.01
0.01 0.03 -0.01
0.03 -0.02 -0.02
0.02 -0.05 -0.01
0.02 0.02 0.00
0.04 0.01 -0.01
0.00 0.02 0.01
0.01 0.02 -0.02
0.00 0.01 0.03
-0.01 0.01 0.04
0.00 0.01 -0.01
-0.03 -0.01 -0.02
0.01 0.01 -0.01
-0.02 -0.01 -0.04
0.00 0.02 -0.10
0.00 -0.04 -0.11
-0.02 0.04 0.00
-0.01 0.03 0.01
0.00 0.01 -0.02
-0.03 0.04 -0.01
0.01 0.01 -0.03
0.01 -0.04 -0.04
0.02 0.00 -0.01
0.03 0.01 0.02
0.03 -0.01 0.00
0.02 -0.01 0.02
0.01 0.03 0.00
0.03 -0.01 0.01
-0.01 0.05 0.03
-0.03 -0.04 -0.03
-0.03 0.00 -0.04
0.01 -0.01 -0.01
0.02 -0.01 0.01
0.02 -0.01 0.00
0.03 -0.02 0.02
0.07 -0.04 -0.03
0.03 -0.01 0.00
0.03 0.02 0.03
0.08 -0.19 -0.23
-0.08 0.33 -0.09
0.30 0.02 -0.03
0.01 -0.07 -0.04
-0.30 -1.66 1.47
0.28 -0.04 0.14
-0.07 0.04 -0.09
-0.35 -0.88 -0.08
-0.02 0.00 0.03
-0.05 -0.01 0.03
-0.03 0.01 0.02
-0.01 0.01 -0.01
-0.12 0.02 -0.05
-0.07 0.10 0.06
0.01 -0.01 0.02
0.06 -0.08 -0.06
0.17 0.13 0.01
-0.04 0.00 0.05
-0.11 -0.26 -0.06
-0.10 0.06 0.03
-0.03 0.09 0.03
0.05 -0.13 -0.04
-0.07 -0.01 0.03
-0.01 0.04 0.03
-0.02 -0.02 -0.05
0.03 0.00 0.04
-0.04 0.05 0.00
-0.07 0.02 0.02
0.05 0.00 0.05
0.07 -0.01 -0.02
-0.02 -0.04 -0.01
-0.01 0.02 -0.01
0.03 0.12 -0.05
0.02 -0.05 0.00
-0.04 0.00 0.04
0.00 0.00 -0.04
-0.04 -0.04 0.01
0.08 0.06 -0.01
0.19 0.24 -0.24
0.10 0.03 0.05
-0.06 0.03 -0.02
-2.17 0.79 1.67
0.04 -0.09 -0.41
-0.01 -0.12 0.00
0.04 0.05 0.04
0.05 -0.02 -0.02
-0.10 0.07 0.02
0.00 -0.04 0.03
0.00 -0.01 0.01
0.01 0.01 -0.02
0.02 -0.09 0.02
-0.06 0.02 -0.02
0.00 0.01 0.00
0.31 -0.10 -0.20
-0.01 0.02 0.04
-0.02 -0.02 0.01
-0.01 0.01 -0.01
0.02 0.00 -0.01
0.01 0.06 -0.01

---

Entry 2:
Molecular formula: C5H11O2
Method: DFT, wB97M-V/def2-TZVPD

Net charge: -1
Energy above the lowest of the compared OMol25 structures with the same formula, charge and spin in kJ/mol: 258.3
HOMO energy in eV: -3.18
HOMO-LUMO gap in eV: 6.810
LUMO level in eV: 3.627

Each line ends with the natural charge from an NBO analysis.
Positions of all 18 atoms, in Å:
C 0.16337 -0.83492 -0.87499  -0.040
O 0.32939 -1.34041 -2.15861  -0.940
C 0.07257 0.70859 -0.97097  -0.432
C -0.37554 1.43475 0.29326  -0.446
C 0.06685 0.91348 1.63546  -0.118
C 0.72259 1.64449 2.52914  -0.459
H 0.88804 -1.19821 -0.12026  0.101
H -0.79948 -1.19246 -0.47761  0.103
H 0.89995 1.27663 -1.39190  0.188
H -0.69557 0.72743 -1.74637  0.215
H -1.44581 1.69445 0.32571  0.202
H 0.05285 2.45530 0.31568  0.178
H -0.24414 -0.11812 1.80166  0.195
H 0.81836 2.71113 2.33373  0.174
H 0.80571 1.40041 3.58375  0.185
H -0.25968 -3.91833 -1.08046  0.435
H -0.40225 -2.67472 -2.06340  0.506
O -0.59720 -3.68951 -1.93379  -1.047

Force components x, y, z for each atom (eV/Å):
0.38 0.02 -1.55
-0.04 0.06 0.95
-1.03 -0.55 0.19
0.40 1.91 0.64
-0.41 -0.75 -0.56
-1.14 0.61 0.47
0.46 0.19 -0.06
-0.46 0.23 0.45
0.59 -0.71 -0.01
-0.15 0.61 0.04
-0.03 -0.76 0.03
-0.02 -0.11 -0.44
0.31 0.06 0.40
0.44 -0.08 -0.20
0.40 -0.50 -0.20
0.35 0.00 0.64
0.88 -0.25 -0.05
-0.93 0.01 -0.76

---

Entry 3:
Molecular formula: C7Br4O4S
Method: DFT, wB97M-V/def2-TZVPD

Net charge: 0
Energy above the lowest of the compared OMol25 structures with the same formula, charge and spin in kJ/mol: 0.0
HOMO energy in eV: -10.20
HOMO-LUMO gap in eV: 8.804
LUMO level in eV: -1.392

Each line ends with the natural charge from an NBO analysis.
Positions of all 16 atoms, in Å:
O -1.46439 -2.71071 -0.29792  -0.488
O 1.12993 -1.21637 -2.67776  -0.864
O 2.89145 -1.51419 -0.93702  -0.862
Br -2.54991 2.45434 1.83331  0.161
Br 0.10818 3.97809 0.61065  0.152
Br -2.87075 -0.82130 1.97660  0.168
Br 2.41455 2.07866 -0.93228  0.117
O 0.68425 -2.64424 -0.70534  -0.594
C -0.42043 -2.12445 -0.22878  0.722
C -1.18192 1.41311 1.09277  -0.139
C -0.01761 2.04260 0.60929  -0.111
C -1.41061 -0.01251 0.99983  -0.052
C 0.89304 1.22820 -0.07274  -0.039
C -0.40370 -0.74027 0.27328  -0.132
C 0.69847 -0.07975 -0.28597  -0.350
S 1.49945 -1.33120 -1.25793  2.311

Force components x, y, z for each atom (eV/Å):
0.21 -0.46 0.24
0.28 0.12 3.11
-1.56 0.29 0.19
0.01 0.08 0.14
0.16 -1.48 0.11
1.17 0.32 -1.02
-0.67 -0.63 0.44
2.00 1.18 -0.30
-5.27 -0.89 1.35
-0.38 -1.07 0.15
-0.92 -0.18 -0.38
1.55 0.25 -0.27
2.08 3.08 -1.06
-0.43 1.57 0.59
-1.67 -2.41 0.95
3.45 0.20 -4.25